one.
DFT (ωB97M-V/def2-TZVPD) results for a cluster of 10 separate species, C30H70N10O10 in total.

Each line ends with the Löwdin charge.
Geometry (Å):
C  -29.138  21.530  -16.176  -0.001
C  -30.184  22.391  -16.922  -0.567
O  -29.868  23.013  -17.903  0.041
N  -31.456  22.395  -16.461  0.021
C  -32.596  23.260  -16.921  -0.040
H  -29.212  20.503  -16.536  0.071
H  -29.164  21.366  -15.099  0.057
H  -28.191  21.873  -16.593  0.076
H  -31.488  22.153  -15.481  0.082
H  -32.168  24.017  -17.578  0.083
H  -33.204  23.739  -16.153  0.050
H  -33.358  22.632  -17.382  0.064
C  -32.425  23.607  -11.726  0.016
C  -31.072  23.041  -12.038  -0.573
O  -30.707  22.613  -13.135  0.017
N  -30.167  23.182  -11.079  -0.006
C  -28.848  22.620  -11.264  -0.068
H  -32.742  23.916  -12.722  0.078
H  -32.331  24.388  -10.970  0.089
H  -33.096  22.765  -11.555  0.083
H  -30.257  23.808  -10.291  0.140
H  -28.343  23.367  -11.876  0.091
H  -28.787  21.638  -11.733  0.089
H  -28.412  22.595  -10.265  0.083
C  -33.577  20.575  -13.883  -0.003
C  -34.519  19.678  -13.070  -0.503
O  -35.671  20.048  -12.919  0.027
N  -33.925  18.439  -12.803  0.015
C  -34.617  17.489  -11.908  -0.077
H  -32.787  20.977  -13.248  0.060
H  -34.122  21.404  -14.335  0.058
H  -33.171  19.979  -14.700  0.091
H  -33.023  18.170  -13.169  0.131
H  -35.490  16.905  -12.199  0.075
H  -34.767  17.987  -10.951  0.085
H  -33.925  16.651  -11.823  0.076
C  -37.229  29.644  -20.892  0.006
C  -37.092  29.289  -19.357  -0.599
O  -37.720  28.366  -18.978  0.060
N  -36.502  30.105  -18.522  0.030
C  -36.518  29.924  -17.042  -0.039
H  -38.213  30.102  -20.992  0.072
H  -37.245  28.778  -21.554  0.073
H  -36.506  30.328  -21.336  0.060
H  -36.067  30.943  -18.880  0.136
H  -36.227  28.933  -16.693  0.077
H  -37.571  29.791  -16.794  0.050
H  -36.309  30.768  -16.385  0.082
C  -37.577  31.188  -11.633  -0.003
C  -37.941  30.954  -13.053  -0.553
O  -37.528  31.626  -14.026  0.004
N  -38.827  29.986  -13.231  0.006
C  -39.415  29.646  -14.534  -0.041
H  -37.551  32.240  -11.348  0.094
H  -36.551  30.891  -11.414  0.092
H  -38.166  30.582  -10.945  0.057
H  -39.134  29.479  -12.413  0.122
H  -40.448  29.309  -14.453  0.079
H  -38.770  28.836  -14.873  0.075
H  -39.485  30.522  -15.179  0.089
C  -36.563  26.739  -11.370  -0.014
C  -36.411  27.486  -10.077  -0.572
O  -35.286  27.773  -9.661  0.031
N  -37.515  27.962  -9.502  0.006
C  -37.545  28.898  -8.359  -0.055
H  -36.590  25.690  -11.075  0.087
H  -35.828  26.996  -12.133  0.092
H  -37.462  27.011  -11.923  0.065
H  -38.423  27.864  -9.933  0.126
H  -36.873  28.711  -7.522  0.090
H  -38.574  29.094  -8.058  0.082
H  -37.283  29.866  -8.786  0.066
C  -35.868  24.240  -13.894  0.000
C  -36.226  24.723  -15.235  -0.518
O  -35.522  24.404  -16.256  -0.023
N  -37.253  25.563  -15.310  0.032
C  -37.849  26.166  -16.494  -0.031
H  -34.972  24.761  -13.558  0.084
H  -35.691  23.173  -13.760  0.082
H  -36.518  24.652  -13.123  0.049
H  -37.754  25.447  -14.441  0.119
H  -37.684  27.243  -16.468  0.048
H  -38.926  25.998  -16.482  0.062
H  -37.430  25.819  -17.439  0.097
C  -44.911  26.253  -17.831  -0.010
C  -43.428  25.942  -17.888  -0.537
O  -42.997  24.774  -17.924  0.029
N  -42.637  27.040  -17.709  -0.016
C  -41.233  27.064  -17.708  -0.093
H  -45.375  26.188  -16.847  0.072
H  -45.186  25.358  -18.389  0.083
H  -45.219  27.139  -18.387  0.078
H  -43.108  27.925  -17.590  0.131
H  -40.823  26.825  -16.727  0.040
H  -40.961  28.099  -17.914  0.093
H  -40.751  26.367  -18.393  0.103
C  -41.761  24.520  -12.955  0.001
C  -41.981  25.598  -14.047  -0.589
O  -40.995  26.015  -14.550  0.042
N  -43.206  26.023  -14.357  0.048
C  -44.446  25.549  -13.605  -0.045
H  -42.155  24.936  -12.028  0.068
H  -40.708  24.267  -12.832  0.074
H  -42.257  23.559  -13.089  0.079
H  -43.234  26.732  -15.076  0.120
H  -44.908  24.707  -14.121  0.086
H  -45.086  26.429  -13.666  0.071
H  -44.449  25.581  -12.516  0.080
C  -38.069  18.487  -14.639  -0.014
C  -37.487  19.124  -15.846  -0.536
O  -37.885  18.833  -16.977  0.022
N  -36.565  20.119  -15.688  -0.003
C  -36.055  21.015  -16.664  -0.070
H  -38.753  19.053  -14.007  0.086
H  -37.281  17.992  -14.072  0.068
H  -38.804  17.727  -14.904  0.080
H  -36.326  20.299  -14.724  0.073
H  -35.145  21.487  -16.294  0.055
H  -36.868  21.710  -16.876  0.094
H  -35.805  20.437  -17.553  0.092

For the HOMO energy, the calculation gives -8.6 eV. As for the charge: 0. As for the SMILES: CNC(C)=O.CNC(C)=O.CNC(C)=O.CNC(C)=O.CNC(C)=O.CNC(C)=O.CNC(C)=O.CNC(C)=O.CNC(C)=O.CNC(C)=O. The calculation puts the LUMO energy at -0.1 eV. The gap between HOMO and LUMO comes out at 8.43 eV.

=====

two.
DFT (ωB97M-V/def2-TZVPD) results for a cluster of 10 separate species, C30H70N10O10 in total.

Each line ends with the Löwdin charge.
Geometry (Å):
C  1.661  3.735  -1.221  0.009
C  1.186  4.610  -0.014  -0.495
O  1.910  4.697  0.973  0.020
N  -0.123  5.185  -0.207  0.042
C  -0.756  5.884  0.986  -0.059
H  1.773  4.439  -1.917  0.011
H  0.756  2.819  -1.494  0.167
H  2.506  3.270  -0.708  0.053
H  -0.801  5.117  -0.971  0.072
H  -0.275  6.527  1.517  -0.011
H  -1.154  5.146  1.729  0.077
H  -1.513  6.690  0.651  0.119
C  -2.816  -3.089  -5.295  0.016
C  -2.788  -1.726  -4.766  -0.558
O  -1.781  -0.999  -5.060  -0.021
N  -3.682  -1.212  -3.987  0.021
C  -3.714  0.141  -3.477  -0.076
H  -2.455  -3.832  -4.657  0.056
H  -1.967  -3.106  -6.210  0.178
H  -3.652  -3.236  -5.641  -0.022
H  -4.337  -1.844  -3.289  0.162
H  -2.714  0.537  -3.204  0.089
H  -4.316  0.361  -2.642  0.048
H  -4.239  0.670  -4.221  0.075
C  -3.996  4.198  -1.223  -0.025
C  -3.113  5.074  -2.014  -0.596
O  -3.459  6.248  -2.203  0.023
N  -2.014  4.467  -2.530  0.013
C  -1.013  5.161  -3.301  -0.031
H  -4.568  5.014  -0.613  0.108
H  -3.301  3.873  -0.406  0.075
H  -4.764  3.456  -1.791  0.137
H  -1.883  3.536  -2.546  0.072
H  -0.723  6.202  -2.956  0.137
H  -1.504  5.075  -4.238  0.101
H  -0.316  4.586  -3.229  -0.032
C  -4.547  -5.054  -2.578  0.001
C  -4.656  -3.741  -1.979  -0.644
O  -3.788  -3.556  -1.149  0.060
N  -5.644  -2.937  -2.320  0.054
C  -5.968  -1.609  -1.615  0.040
H  -4.662  -5.876  -1.958  0.071
H  -3.673  -4.999  -3.371  0.121
H  -5.196  -4.979  -3.468  0.078
H  -6.448  -3.330  -2.735  0.129
H  -6.771  -1.775  -1.124  0.037
H  -6.086  -1.027  -2.353  0.010
H  -5.267  -1.091  -1.099  0.068
C  -0.839  1.832  1.164  0.005
C  -1.046  1.061  -0.037  -0.613
O  -1.254  1.636  -1.111  -0.008
N  -1.004  -0.232  -0.016  0.018
C  -1.254  -1.263  -0.988  -0.045
H  0.181  1.616  1.690  0.122
H  -1.481  1.710  2.022  0.066
H  -0.834  2.828  0.961  0.022
H  -0.728  -0.703  1.022  0.170
H  -2.389  -1.387  -1.182  0.100
H  -0.802  -2.257  -0.554  0.121
H  -0.762  -1.023  -1.814  0.024
C  2.785  0.180  -0.806  0.019
C  3.812  -0.844  -1.352  -0.518
O  3.706  -1.319  -2.498  -0.019
N  4.861  -1.129  -0.492  -0.002
C  5.882  -2.131  -0.935  -0.065
H  1.631  0.002  -1.129  0.135
H  2.930  1.214  -1.028  0.041
H  2.847  -0.109  0.179  0.005
H  4.785  -0.692  0.557  0.132
H  6.080  -2.207  -2.032  0.093
H  5.860  -2.964  -0.438  -0.009
H  6.928  -1.686  -0.404  0.137
C  -0.732  3.173  4.360  0.030
C  -0.469  1.764  4.819  -0.549
O  -1.146  0.822  4.408  0.000
N  0.508  1.477  5.607  -0.023
C  0.843  0.292  6.228  -0.076
H  -0.812  3.873  4.953  -0.027
H  -1.763  3.228  3.801  0.136
H  -0.010  3.510  3.548  0.111
H  0.993  2.308  6.060  0.186
H  0.811  -0.565  5.452  0.110
H  0.002  -0.018  6.882  0.117
H  1.836  0.383  6.461  0.059
C  -3.026  -2.049  2.821  0.038
C  -1.573  -2.375  2.321  -0.586
O  -1.163  -3.307  1.721  0.087
N  -0.657  -1.527  2.781  -0.051
C  0.712  -1.658  2.646  -0.122
H  -3.727  -2.666  2.247  0.075
H  -3.222  -1.107  2.264  0.093
H  -3.069  -2.341  3.813  0.057
H  -0.877  -0.669  3.365  0.111
H  1.368  -0.692  2.994  0.129
H  1.261  -1.869  1.742  0.065
H  1.014  -2.509  3.210  0.078
C  3.286  1.613  2.835  0.004
C  4.349  0.475  3.134  -0.430
O  4.766  -0.201  2.159  -0.015
N  4.961  0.487  4.356  0.013
C  6.070  -0.393  4.709  -0.041
H  2.541  1.402  2.091  0.034
H  3.441  2.543  2.329  0.061
H  2.842  1.957  3.869  0.093
H  4.741  1.353  4.996  0.189
H  6.632  -0.178  5.505  0.051
H  6.484  -0.378  3.821  0.028
H  5.961  -1.465  4.823  0.103
C  2.526  -3.935  -0.603  -0.014
C  3.139  -5.024  -1.505  -0.537
O  3.089  -6.179  -1.216  0.063
N  3.965  -4.432  -2.459  -0.022
C  4.731  -5.100  -3.427  -0.133
H  2.144  -4.271  0.458  0.119
H  1.701  -3.312  -1.009  0.079
H  3.236  -3.229  -0.347  0.003
H  3.881  -3.288  -2.585  0.169
H  4.454  -5.022  -4.499  0.086
H  4.924  -6.125  -3.455  0.056
H  5.735  -4.635  -3.337  0.083

For the HOMO energy, the calculation gives -8.5 eV. As for the charge: 0. As for the SMILES: CNC(C)=O.CNC(C)=O.CNC(C)=O.CNC(C)=O.CNC(C)=O.CNC(C)=O.CNC(C)=O.CNC(C)=O.CNC(C)=O.CNC(C)=O. The calculation puts the LUMO energy at -0.2 eV. The gap between HOMO and LUMO comes out at 8.30 eV.

=====

In terms of stability, one leads; the second structure lies 1255.5 kJ/mol higher.

=====

one.
DFT (ωB97M-V/def2-TZVPD) results for a structure of composition C8H8.

Each line ends with the Löwdin charge.
Geometry (Å):
C  -0.874  -1.419  0.252  0.015
C  0.449  -1.654  0.118  0.018
C  1.992  0.430  0.304  -0.002
C  1.017  1.321  0.373  -0.023
C  -1.146  0.000  -0.106  -0.241
C  -2.244  0.748  0.027  0.074
C  1.154  -0.504  -0.565  -0.216
C  0.149  0.616  -0.551  -0.258
H  -1.582  -2.011  0.599  0.059
H  0.862  -2.522  0.360  0.060
H  2.910  0.500  0.803  0.085
H  1.060  2.197  0.953  0.094
H  -2.298  1.746  -0.140  0.027
H  -3.126  0.257  0.393  0.056
H  1.778  -0.740  -1.377  0.125
H  -0.103  1.037  -1.444  0.126

For the HOMO energy, the calculation gives -8.4 eV. As for the charge: 0. The calculation puts the LUMO energy at 1.1 eV. The gap between HOMO and LUMO comes out at 9.55 eV.

=====

two.
DFT (ωB97M-V/def2-TZVPD) results for a structure of composition C8H8.

Each line ends with the Löwdin charge.
Geometry (Å):
C  0.325  1.576  0.717  -0.235
C  0.800  1.998  1.887  0.015
C  0.806  -0.243  0.179  0.089
C  -0.492  0.415  0.399  -0.237
C  -1.387  0.171  -0.570  -0.037
C  -0.967  -1.017  -1.340  -0.184
C  -0.522  -2.201  -0.540  0.046
C  0.498  -1.333  -0.949  -0.273
H  0.274  2.283  -0.117  0.130
H  1.771  2.453  1.973  0.054
H  0.237  1.783  2.794  0.065
H  1.382  -0.668  1.001  0.110
H  -2.292  0.703  -0.795  0.104
H  -1.458  -1.193  -2.294  0.134
H  -0.262  -3.245  -0.666  0.093
H  1.288  -1.484  -1.679  0.126

For the HOMO energy, the calculation gives -7.3 eV. As for the charge: 0. The calculation puts the LUMO energy at -1.2 eV. The gap between HOMO and LUMO comes out at 6.02 eV.

=====

three.
DFT (ωB97M-V/def2-TZVPD) results for a structure of composition C8H8.

Each line ends with the Löwdin charge.
Geometry (Å):
C  0.255  -0.819  -2.268  -0.051
C  1.191  -0.692  -1.301  0.022
C  -0.682  -0.992  -1.183  -0.111
C  0.486  -1.218  -0.235  -0.155
C  -1.617  0.010  -0.574  -0.111
C  -0.881  0.413  0.759  -0.096
C  0.508  -0.138  0.596  -0.219
C  1.598  0.506  1.397  -0.019
H  0.046  -0.626  -3.248  0.058
H  -1.759  0.854  -1.099  0.061
H  -2.673  -0.554  -0.359  0.168
H  -0.841  1.374  0.978  0.051
H  -1.431  -0.168  1.672  0.181
H  1.673  0.178  2.339  0.040
H  1.596  1.653  1.446  0.129
H  2.531  0.220  1.079  0.051

For the HOMO energy, the calculation gives -8.2 eV. As for the charge: 0. The calculation puts the LUMO energy at 0.3 eV. The gap between HOMO and LUMO comes out at 8.49 eV.

=====

In terms of stability, one leads; the second structure lies 441.4 kJ/mol higher.